[1]
The following is a quantum chemistry calculation of a structure of composition C5H10O2, from the Open Molecules 2025 dataset.

The charge is 0. As for the largest force on an atom: 3.4 eV/A. The lowest unoccupied orbital energy (alpha / beta) is -0.115 / -0.116 eV. The energy above the lowest of the compared OMol25 structures with the same formula, charge and spin is 129.4 kcal/mol. Its frontier orbital gap (alpha / beta) is 9.0 / 9.0 eV.

Element x y z (Å)
C1 1.18911 0.77260 1.55051
H1 3.20644 0.76229 0.63984
H2 -1.70677 0.24723 -2.11443
C2 -1.93423 -1.14632 -0.57389
H3 -2.56954 -1.20777 -2.57066
H4 1.26192 0.85058 -0.50250
H5 -2.86635 -0.79373 -0.11739
C3 -1.72061 -0.83259 -2.01095
O1 -0.68169 0.92593 0.34879
H6 2.92114 1.52213 2.21724
H7 2.94223 -0.20017 2.04577
C4 2.62584 0.71358 1.56707
C5 0.62669 0.89792 0.37454
O2 -0.85992 -0.75091 0.19373
H8 -1.92914 -2.23799 -0.46253
H9 -0.79985 -1.24061 -2.44004
H10 0.52825 0.76153 2.40131

[2]
The following is a quantum chemistry calculation of an isolated molecule of C5H10O2, from the Open Molecules 2025 dataset.

The charge is 0. As for the largest force on an atom: 3.0 eV/A. The lowest unoccupied orbital energy is 0.834 eV. The energy above the lowest of the compared OMol25 structures with the same formula, charge and spin is 47.4 kcal/mol. Its frontier orbital gap is 10.6 eV.

Element x y z (Å)
H1 -0.35043 1.83186 1.86278
O1 2.01837 0.66257 0.17666
H2 -1.39246 -0.90177 -1.22252
H3 -1.24912 2.15863 -0.09198
H4 -0.68387 0.14633 2.29136
H5 -2.41329 -0.33388 0.09146
H6 0.87080 -0.85428 -2.20068
C1 1.06757 0.06890 -0.29734
O2 -0.70903 1.58474 -0.65212
C2 -1.39680 -0.66147 -0.15209
C3 -0.11388 0.80626 1.60536
H7 0.94166 -1.98084 -0.83483
C4 -0.37867 0.44698 0.14530
H8 1.05176 0.94118 1.53280
C5 1.34102 -1.04522 -1.23589
H9 2.42458 -1.11446 -1.33050
H10 -1.20094 -1.58340 0.40640

[3]
The following is a quantum chemistry calculation of a cluster of 2 separate species, C5H10O2 in total, from the Open Molecules 2025 dataset.

The charge is 0. As for the largest force on an atom: 0.5 eV/A. The lowest unoccupied orbital energy is 0.803 eV. The energy above the lowest of the compared OMol25 structures with the same formula, charge and spin is 55.2 kcal/mol. Its frontier orbital gap is 10.5 eV.

Element x y z (Å)
C1 0.46247 -1.40804 0.41086
C2 -0.80685 1.82735 0.09500
H1 -0.11175 1.93337 -0.74166
O1 -2.22365 0.62043 -1.42965
H2 2.54588 -1.44709 -0.02561
O2 1.99417 0.33650 0.88318
H3 2.86202 0.69934 0.67062
C3 1.72032 -0.71704 -0.02894
H4 0.38911 -1.58826 1.48417
H5 -0.44772 -1.61031 -1.49150
C4 -0.49405 -1.80844 -0.42161
H6 -2.61038 0.62933 0.54862
H7 1.60495 -0.34340 -1.05955
H8 -1.37384 -2.33693 -0.06367
C5 -1.95093 0.93350 -0.29390
H9 -0.27619 1.44565 0.97378
H10 -1.22482 2.80475 0.34905

[4]
The following is a quantum chemistry calculation of an isolated molecule of C5H10O2, from the Open Molecules 2025 dataset.

The charge is 0. As for the largest force on an atom: 2.5 eV/A. The lowest unoccupied orbital energy (alpha / beta) is 0.738 / 0.404 eV. The energy above the lowest of the compared OMol25 structures with the same formula, charge and spin is 129.6 kcal/mol. Its frontier orbital gap (alpha / beta) is 8.5 / 7.6 eV.

Element x y z (Å)
H1 -1.03730 2.28270 -0.19264
O1 2.93327 0.01067 -1.03107
H2 0.62821 -1.25616 -0.73029
C1 2.21456 -0.11065 0.17167
H3 -1.61739 -1.35980 -0.89346
C2 -0.79599 1.25330 0.08781
H4 -2.04940 -1.84043 0.84395
C3 0.75738 -0.39687 -0.06630
H5 -2.41496 0.55012 1.42070
H6 2.27619 0.79405 0.79668
O2 0.17844 0.76754 -0.68375
H7 0.25777 -0.54477 0.89483
H8 -2.55085 0.86252 -0.34620
C4 -1.92515 -1.06029 0.10252
C5 -1.99187 0.30162 0.44590
H9 2.65156 -0.94566 0.72933
H10 2.48553 0.69211 -1.54966

[5]
The following is a quantum chemistry calculation of an isolated molecule of C5H10O2, from the Open Molecules 2025 dataset.

The charge is 0. As for the largest force on an atom: 1.7 eV/A. The lowest unoccupied orbital energy is 0.818 eV. The energy above the lowest of the compared OMol25 structures with the same formula, charge and spin is 15.4 kcal/mol. Its frontier orbital gap is 11.3 eV.

Element x y z (Å)
C1 0.96927 0.38685 1.75806
C2 -0.14171 -0.88333 -0.10465
H1 0.76563 -1.46457 0.08412
H2 0.86048 -0.27097 -1.96035
O1 1.55959 -0.62449 2.43718
H3 2.49030 -0.49554 2.61164
H4 -1.01622 0.74018 1.09869
C3 -1.14638 0.48908 -1.98904
O2 1.50288 1.45114 1.59363
H5 -1.64406 -0.39140 -2.38659
H6 0.64649 0.94696 -0.74963
H7 -1.75958 1.13272 -1.34157
C4 -0.34639 -0.12593 1.22594
H8 -0.86813 -0.71726 1.97673
C5 0.13349 0.13391 -1.26401
H9 -1.03605 -1.50392 -0.18338
H10 -0.96959 1.19657 -2.80679

[6]
The following is a quantum chemistry calculation of a structure of composition C5H10O2, from the Open Molecules 2025 dataset.

The charge is 0. As for the largest force on an atom: 0.4 eV/A. The lowest unoccupied orbital energy is 0.929 eV. The energy above the lowest of the compared OMol25 structures with the same formula, charge and spin is 124.5 kcal/mol. Its frontier orbital gap is 8.2 eV.

Element x y z (Å)
C1 -0.08743 0.44233 0.54206
C2 1.22724 -0.29046 0.13249
H1 -1.53401 -1.80063 2.32421
H2 -0.97664 2.18404 -0.70424
O1 0.76536 1.39244 -1.38549
H3 2.03472 -0.11235 0.85259
C3 -0.36065 1.29350 -0.68294
H4 1.08688 -1.37501 0.07546
H5 2.47825 0.35416 -1.72952
H6 -1.37363 -1.22283 0.11709
O2 -0.87141 -1.12470 2.13920
C4 1.52747 0.33221 -1.21226
C5 -1.22373 -0.49059 0.92299
H7 0.09478 1.08962 1.41372
H8 -0.65201 -0.18016 -1.79622
H9 -2.15520 0.08830 1.03037
H10 0.01998 -0.57989 -2.03951

[7]
The following is a quantum chemistry calculation of an isolated molecule of C5H10O2, from the Open Molecules 2025 dataset.

The charge is 0. As for the largest force on an atom: 1.3 eV/A. The lowest unoccupied orbital energy is 0.863 eV. The energy above the lowest of the compared OMol25 structures with the same formula, charge and spin is 36.8 kcal/mol. Its frontier orbital gap is 10.5 eV.

Element x y z (Å)
C1 -0.29717 0.03996 -0.92700
H1 -1.24001 -2.16121 0.73575
C2 -0.17506 -0.42893 1.48339
C3 0.74929 0.62916 -1.86592
H2 -1.36254 1.21300 0.64332
H3 -1.28103 0.11875 -1.41966
H4 0.49769 -2.43762 0.96749
H5 1.75038 0.56470 -1.43041
H6 0.52487 1.67711 -2.08819
C4 -0.39015 0.71533 0.46017
O1 0.03961 -1.32546 -0.68920
C5 -0.24684 -1.69943 0.64690
H7 -0.93223 -0.42746 2.27401
O2 0.57548 1.73772 0.61171
H8 0.80945 -0.35240 1.96279
H9 0.75376 0.06729 -2.80592
H10 0.22450 2.06948 1.44076

[8]
The following is a quantum chemistry calculation of an isolated molecule of C5H10O2, from the Open Molecules 2025 dataset.

The charge is 0. As for the largest force on an atom: 0.3 eV/A. The lowest unoccupied orbital energy is 1.125 eV. The energy above the lowest of the compared OMol25 structures with the same formula, charge and spin is 109.7 kcal/mol. Its frontier orbital gap is 9.8 eV.

Element x y z (Å)
H1 3.39284 0.84044 0.23337
C1 2.65713 1.64964 0.20791
O1 -0.24894 -0.34974 -1.07979
H2 -2.52420 0.34661 1.07988
H3 -2.94415 -2.04071 1.17261
H4 -1.80840 -2.37664 -0.14708
H5 0.60111 1.99481 -0.50959
O2 -1.01072 0.41542 -0.11597
C2 1.05897 0.01319 -0.83602
C3 -2.01458 -1.71223 0.69459
C4 1.38947 1.24888 -0.47450
C5 -2.18905 -0.27440 0.24040
H6 2.40115 1.89396 1.24861
H7 -1.20388 -1.80298 1.42358
H8 1.74029 -0.83428 -0.89623
H9 -2.93293 -0.19760 -0.56293
H10 3.11304 2.54549 -0.22578

[9]
The following is a quantum chemistry calculation of an isolated molecule of C5H10O2, from the Open Molecules 2025 dataset.

The charge is 0. As for the largest force on an atom: 0.5 eV/A. The lowest unoccupied orbital energy is 0.878 eV. The energy above the lowest of the compared OMol25 structures with the same formula, charge and spin is 27.1 kcal/mol. Its frontier orbital gap is 10.9 eV.

Element x y z (Å)
O1 2.72069 -0.78919 0.87238
C1 1.29086 0.79566 -0.22307
C2 0.10780 -0.15639 -0.01370
H1 1.18140 -1.74180 -0.13391
H2 1.56361 0.79476 -1.28927
H3 1.03992 1.82996 0.04170
H4 -1.36195 1.38172 -0.24029
O2 0.38439 -1.41831 -0.58212
H5 -2.20032 -1.52553 -0.77944
H6 -3.28822 -0.12031 -0.77526
H7 -2.51408 -0.65244 0.72692
C3 -2.36651 -0.53287 -0.35308
H8 -0.05404 -0.25824 1.07408
C4 2.50415 0.36258 0.55859
H9 3.22030 1.15508 0.85621
H10 -1.02334 0.47665 -1.71902
C5 -1.17452 0.37504 -0.63643

[10]
The following is a quantum chemistry calculation of an isolated molecule of C5H10O2, from the Open Molecules 2025 dataset.

The charge is 0. As for the largest force on an atom: 0.6 eV/A. The lowest unoccupied orbital energy is 0.901 eV. The energy above the lowest of the compared OMol25 structures with the same formula, charge and spin is 28.5 kcal/mol. Its frontier orbital gap is 10.8 eV.

Element x y z (Å)
C1 1.42502 -1.78427 -0.38759
H1 1.57014 0.76954 0.50495
H2 -2.50296 2.27803 0.48000
C2 0.46241 -0.62903 -0.65601
O1 -2.38545 0.30637 0.85863
H3 -1.37166 -1.00969 -0.08398
H4 0.38216 -0.13490 1.43613
C3 0.53871 0.39326 0.48545
O2 -0.83809 -1.12891 -0.88396
C4 -1.87156 1.36712 0.57731
H5 1.33274 -2.54006 -1.17248
H6 -0.25462 2.17574 -0.52508
H7 1.18161 -2.26255 0.56806
H8 -0.14956 2.31422 1.20618
H9 0.75685 -0.14053 -1.59646
C5 -0.39511 1.60612 0.40312
H10 2.46626 -1.44568 -0.35188

[11]
The following is a quantum chemistry calculation of a cluster of 2 separate species, C5H10O2 in total, from the Open Molecules 2025 dataset.

The charge is 0. As for the largest force on an atom: 0.5 eV/A. The lowest unoccupied orbital energy is 0.687 eV. The energy above the lowest of the compared OMol25 structures with the same formula, charge and spin is 47.4 kcal/mol. Its frontier orbital gap is 9.4 eV.

Element x y z (Å)
C1 1.50508 -0.79378 -0.63210
H1 -1.59296 1.42266 -0.67943
H2 2.74765 0.16258 0.87877
O1 -0.17345 0.71846 -1.37559
O2 -2.30458 1.61106 -0.02924
H3 0.12318 0.43561 0.60371
H4 1.53466 -1.06127 -1.69186
H5 1.32337 -1.69692 -0.03614
H6 -2.73874 -1.58266 0.92396
H7 2.94357 0.82304 -0.75470
H8 3.65849 -0.74788 -0.34102
C2 2.79448 -0.09936 -0.18395
H9 -3.34811 0.68628 1.40897
C3 0.38813 0.17867 -0.44086
H10 -1.83837 -1.09659 -0.62168
C4 -2.38771 -0.79737 0.26550
C5 -2.69488 0.46969 0.56721

[12]
The following is a quantum chemistry calculation of a cluster of 2 separate species, C5H10O2 in total, from the Open Molecules 2025 dataset.

The charge is 0. As for the largest force on an atom: 3.7 eV/A. The lowest unoccupied orbital energy is 0.862 eV. The energy above the lowest of the compared OMol25 structures with the same formula, charge and spin is 71.2 kcal/mol. Its frontier orbital gap is 9.1 eV.

Element x y z (Å)
O1 3.32843 -2.00156 -2.06762
C1 1.24849 -0.77621 -1.86662
C2 -0.60055 0.56615 -1.02492
C3 -1.45341 1.79570 -0.83274
H1 -2.46696 1.57247 -1.15886
H2 -2.61937 -1.71587 6.66433
H3 1.04288 1.50146 -1.63693
H4 3.86695 -2.01176 -1.27065
H5 0.56143 -1.60457 -1.84236
H6 -2.88487 -0.57154 5.72046
C4 0.71182 0.49808 -1.33589
H7 -1.10025 -0.37045 -0.72574
H8 3.18998 0.04657 -1.94914
C5 2.56768 -0.84997 -2.00691
H9 -1.42688 2.11888 0.21723
H10 -1.16962 2.57628 -1.53703
O2 -2.79576 -0.77367 6.65340

Repeat the second record exactly.
The following is a quantum chemistry calculation of an isolated molecule of C5H10O2, from the Open Molecules 2025 dataset.

The charge is 0. As for the largest force on an atom: 3.0 eV/A. The lowest unoccupied orbital energy is 0.834 eV. The energy above the lowest of the compared OMol25 structures with the same formula, charge and spin is 47.4 kcal/mol. Its frontier orbital gap is 10.6 eV.

Element x y z (Å)
H1 -0.35043 1.83186 1.86278
O1 2.01837 0.66257 0.17666
H2 -1.39246 -0.90177 -1.22252
H3 -1.24912 2.15863 -0.09198
H4 -0.68387 0.14633 2.29136
H5 -2.41329 -0.33388 0.09146
H6 0.87080 -0.85428 -2.20068
C1 1.06757 0.06890 -0.29734
O2 -0.70903 1.58474 -0.65212
C2 -1.39680 -0.66147 -0.15209
C3 -0.11388 0.80626 1.60536
H7 0.94166 -1.98084 -0.83483
C4 -0.37867 0.44698 0.14530
H8 1.05176 0.94118 1.53280
C5 1.34102 -1.04522 -1.23589
H9 2.42458 -1.11446 -1.33050
H10 -1.20094 -1.58340 0.40640